Entry from the OMol25 dataset: a 8-piece molecular cluster, C32H58Cl4F12N2O8 overall at a distorted geometry (ωB97M-V/def2-TZVPD).

Structure (XYZ):
```
116
Properties=species:S:1:pos:R:3:forces:R:3
Cl -18.389780 -6.430442 -3.942827 0.1 0.5 0.4
Cl -21.157738 -4.609505 -3.354681 0.1 -0.1 -0.2
Cl -16.604763 -11.429142 -2.993828 -0.4 0.7 0.6
Cl -17.107804 -8.236559 -0.078771 -0.1 0.0 -0.5
F -25.812297 -5.949214 -11.902390 0.8 0.3 1.1
F -24.270003 -4.597529 -11.109115 -0.3 -0.5 0.1
F -12.053185 -5.392171 -0.697363 0.0 0.3 -0.8
F -19.269103 -14.830909 -4.862764 0.5 0.7 -1.1
F -25.375399 -5.861531 -9.751705 -0.2 -0.2 0.4
F -18.040205 -8.600064 -5.588950 -0.6 0.3 -0.1
F -17.453652 -14.754382 -6.102830 -0.3 -0.5 0.0
F -18.111705 -10.562684 -6.383370 -0.6 -0.3 0.0
F -18.593753 -12.988555 -5.912658 -0.4 0.5 0.7
F -13.260911 -3.601097 -1.078724 0.3 -0.1 -0.7
F -13.908023 -5.101953 0.284977 -0.4 -0.2 -0.1
F -17.607578 -8.961956 -7.654495 0.5 0.8 -1.2
O -20.108609 -7.866809 -7.023776 -1.3 1.7 0.7
O -15.314499 -5.589130 -2.056752 1.1 0.3 0.5
O -24.222759 -7.924513 -11.799860 -0.7 -0.1 -0.9
O -13.360979 -6.414228 -2.707128 1.5 -1.0 -0.7
O -20.663213 -13.913903 -7.160288 -1.5 -0.9 -0.6
O -19.211620 -15.347317 -8.109417 0.5 -1.5 -1.3
O -20.551563 -10.015170 -7.493381 -0.4 -0.6 0.1
O -22.665059 -6.792256 -10.678503 1.8 0.2 0.6
N -18.908265 -10.506272 -11.112822 -0.6 -1.3 1.1
N -20.954563 -9.648961 -2.474429 -0.5 -0.6 1.0
C -23.038031 -13.707918 -7.812881 2.0 0.5 0.1
C -18.417788 -9.291844 -6.674031 1.8 -1.7 1.2
C -21.764159 -14.430100 -8.092897 2.4 -1.4 0.7
C -13.288676 -4.920167 -0.897365 -0.3 -0.1 1.7
C -18.939081 -8.198265 -11.812454 0.5 2.0 0.5
C -19.548309 -14.632748 -7.241438 -0.8 1.6 1.3
C -13.911933 -7.387750 -3.640023 -0.3 1.5 -1.7
C -17.055070 -9.029467 -1.693726 0.1 1.4 -1.6
C -24.828494 -5.811577 -10.947705 -0.2 0.2 -1.9
C -14.104710 -5.682281 -1.970593 -2.3 0.6 0.0
C -20.878383 -11.929718 -10.633441 -2.1 1.0 0.3
C -22.989290 -10.137705 -4.012340 1.0 1.2 -1.1
C -16.792558 -10.791670 -12.330762 -0.2 1.7 0.4
C -18.705626 -14.298397 -6.002817 0.6 -0.6 0.5
C -19.854525 -9.132964 -7.097291 -0.3 0.2 -0.1
C -23.794759 -9.633341 -13.394063 -2.9 -0.2 -0.3
C -21.578697 -8.558257 -1.669125 1.7 0.1 0.2
C -13.302047 -8.692929 -3.304242 1.3 -0.1 2.3
C -17.489243 -10.521725 -11.039169 -0.4 0.0 1.5
C -21.112911 -8.626006 -0.186136 -0.8 -2.1 -0.5
C -21.515805 -7.410412 -7.264512 1.5 -1.0 -2.1
C -20.293697 -12.060726 -2.656060 1.3 -0.8 1.3
C -20.926723 -11.008403 -1.812378 1.3 2.3 0.8
C -19.794422 -4.843421 -2.249869 0.0 -1.8 1.9
C -19.503738 -9.553003 -11.994073 -0.6 -1.8 0.4
C -21.477777 -5.886218 -7.460779 0.3 -1.4 -0.7
C -17.109141 -10.488011 -1.489278 1.0 -1.1 -0.9
C -19.455954 -11.848267 -11.118091 -0.8 0.8 1.2
C -23.739109 -6.912384 -11.147589 -1.7 0.6 0.3
C -18.440898 -4.967152 -2.858554 1.0 0.7 -1.9
C -21.491517 -9.702438 -3.810408 0.1 -0.8 -0.6
C -23.312178 -8.970793 -12.173563 0.9 -0.2 2.2
H -18.861772 -12.457772 -10.481670 0.7 -0.4 0.8
H -17.970749 -8.059580 -12.388977 -1.4 0.1 0.4
H -22.756249 -12.661037 -7.928274 -0.6 0.2 0.1
H -20.097030 -13.009993 -2.086194 -0.5 0.8 -0.5
H -21.735187 -7.963859 -8.224473 -0.3 0.9 0.9
H -18.083494 -10.806130 -1.208472 -0.8 -0.3 0.0
H -13.868018 -9.094678 -2.462658 0.2 -0.3 0.1
H -21.047432 -7.631889 -2.005985 -0.9 -0.5 -0.3
H -22.379661 -5.691957 -8.028167 -0.2 0.5 -0.1
H -23.269426 -9.642814 -11.244293 0.0 0.6 -1.5
H -20.587964 -5.556671 -8.065767 -0.9 -0.5 0.7
H -21.809332 -15.542330 -7.879563 -0.1 1.2 -0.3
H -21.435588 -8.689063 -4.214571 0.3 0.0 -0.2
H -21.505751 -5.403809 -6.511053 0.1 0.6 0.6
H -21.113158 -11.441220 -9.627536 0.6 -0.2 -1.4
H -20.234594 -10.836906 -0.944395 -0.9 -0.4 -0.4
H -19.973925 -5.788093 -1.593478 0.0 1.6 -1.2
H -17.622703 -5.113314 -2.119089 -0.8 0.2 -0.4
H -21.581031 -9.501185 0.384156 1.1 0.8 -0.9
H -17.264816 -9.554682 -10.638983 0.9 0.7 0.1
H -17.218995 -11.624530 -12.826195 -0.4 -0.7 -0.8
H -20.002878 -8.629129 -0.200752 -0.7 -0.3 0.3
H -17.917691 -8.758976 -2.310803 -0.2 0.3 0.5
H -16.427021 -10.822300 -0.752736 0.7 -0.3 0.8
H -19.740585 -7.460091 -12.066277 1.0 -0.2 -0.2
H -20.800177 -12.233238 -3.543454 -1.4 -0.9 -1.5
H -23.537869 -9.289314 -14.378829 0.5 0.9 -0.1
H -22.325087 -8.536772 -12.270375 0.2 0.1 -0.1
H -22.155124 -7.839153 -6.487330 0.2 0.4 0.1
H -19.326211 -11.737346 -3.008319 0.5 0.3 0.1
H -19.464853 -12.384368 -12.024358 0.3 -0.4 -2.0
H -20.576144 -9.687525 -11.782025 0.2 0.8 -0.2
H -19.348205 -9.915293 -12.997885 -0.1 0.2 -1.1
H -15.769375 -10.975960 -12.122611 1.1 -0.1 -0.2
H -23.640646 -9.360465 -3.634123 -0.2 0.0 0.7
H -23.210865 -10.055745 -5.088819 0.3 -0.4 0.1
H -23.276842 -11.109764 -3.671105 0.0 -0.6 0.4
H -12.227751 -8.596618 -2.962841 -1.2 0.4 -0.1
H -13.686162 -6.988247 -4.636535 0.7 -0.2 0.2
H -21.462583 -7.801076 0.367040 -0.3 1.4 0.4
H -21.306972 -14.302290 -9.094059 -0.8 -0.1 0.5
H -21.905978 -11.256215 -1.441164 -0.6 -0.4 0.2
H -23.661306 -14.034670 -8.612090 -1.2 0.0 -0.2
H -14.998402 -7.291651 -3.687178 -0.1 -0.5 0.8
H -19.768118 -3.990808 -1.594870 -0.2 0.4 0.3
H -22.664454 -8.456567 -1.861775 0.4 -0.1 0.5
H -21.202955 -12.964375 -10.497999 0.2 0.0 -0.4
H -17.283391 -11.191413 -10.197829 0.5 -0.2 -0.4
H -23.457107 -10.629822 -13.378253 0.2 -1.5 0.1
H -23.357024 -13.915521 -6.796738 -0.4 0.0 -0.1
H -16.210782 -8.611050 -2.305750 -0.4 -0.7 1.1
H -18.648783 -7.974430 -10.750779 -0.5 -0.4 -0.8
H -18.209812 -4.070135 -3.545259 -0.3 -1.4 1.2
H -20.761841 -10.365722 -4.353567 -1.0 0.7 -0.1
H -21.551073 -11.493443 -11.448555 0.5 -0.5 1.2
H -16.922926 -9.827868 -12.868308 0.4 -1.0 -0.5
H -24.942742 -9.626273 -13.366653 1.6 -0.3 0.0
H -13.187403 -9.457017 -4.012237 -0.7 -0.7 -1.6
```
Positions in Å, forces in eV/Å.

Values from the calculation:
E	-5004.6325	a.u.
HOMO-LUMO gap	8.480	eV
highest occupied orbital energy	-8.1	eV